56
Properties=species:S:1:pos:R:3:lowdin_charge:R:1 method="wB97M-V/def2-TZVPD" energy_ev=-172536.3690 multiplicity=5 s2=6.068
Pt 0.333 0.600 1.562 0.52
Se 0.781 -2.363 0.325 0.28
P -0.662 -0.811 0.061 0.34
Se 0.508 2.609 2.840 0.08
C -0.665 -0.118 -1.617 -0.43
C -0.647 -0.959 -2.726 -0.09
C -0.691 -0.421 -4.003 -0.08
C -0.756 0.956 -4.176 -0.09
C -0.777 1.797 -3.073 -0.08
C -0.731 1.261 -1.793 -0.13
C -2.368 -1.316 0.371 -0.40
C -2.633 -2.427 1.163 -0.11
C -3.942 -2.751 1.483 -0.07
C -4.988 -1.976 1.005 -0.08
C -4.727 -0.872 0.205 -0.08
C -3.420 -0.536 -0.107 -0.09
H -0.585 -2.031 -2.584 0.10
H -0.674 -1.076 -4.864 0.10
H -0.792 1.373 -5.175 0.10
H -0.830 2.870 -3.206 0.10
H -0.741 1.910 -0.925 0.09
H -1.810 -3.021 1.541 0.07
H -4.144 -3.606 2.115 0.11
H -6.009 -2.229 1.260 0.10
H -5.542 -0.264 -0.167 0.10
H -3.222 0.333 -0.723 0.10
N 1.770 1.127 0.109 0.00
C 2.672 1.115 -0.606 -0.20
N 3.705 1.057 -1.401 -0.08
C 4.419 2.259 -1.839 -0.13
C 5.897 2.129 -1.497 -0.18
C 6.467 0.823 -2.048 -0.20
C 5.676 -0.380 -1.533 -0.17
C 4.201 -0.240 -1.877 -0.13
H 3.964 3.124 -1.360 0.13
H 4.286 2.360 -2.922 0.13
H 6.014 2.155 -0.411 0.12
H 6.433 2.988 -1.905 0.11
H 7.518 0.727 -1.773 0.11
H 6.426 0.842 -3.142 0.12
H 5.784 -0.458 -0.448 0.12
H 6.055 -1.306 -1.968 0.12
H 3.593 -1.023 -1.425 0.11
H 4.055 -0.284 -2.961 0.13
C -0.779 -0.124 2.963 -0.28
C -2.018 -0.216 3.574 -0.39
C -3.088 0.653 3.226 -0.07
C -4.321 0.528 3.832 -0.10
C -4.545 -0.444 4.803 -0.10
C -3.503 -1.301 5.168 -0.10
C -2.266 -1.198 4.574 -0.06
H -2.913 1.412 2.473 0.10
H -5.123 1.198 3.547 0.10
H -5.515 -0.532 5.275 0.09
H -3.669 -2.057 5.926 0.10
H -1.463 -1.867 4.852 0.11



71
Properties=species:S:1:pos:R:3:lowdin_charge:R:1 method="wB97M-V/def2-TZVPD" energy_ev=-381415.7846
Bi 0.206 -0.360 0.336 0.57
N -0.327 -0.881 2.799 -0.18
C -0.266 0.362 3.585 -0.27
C 1.034 0.518 4.389 -0.19
C 1.918 1.699 3.983 -0.20
C 2.658 1.507 2.655 -0.31
N 1.990 2.200 1.555 -0.07
H -1.275 -1.252 2.790 0.04
H 0.282 -1.604 3.172 0.07
H -1.118 0.407 4.274 0.12
H -0.364 1.198 2.879 0.07
H 1.624 -0.396 4.297 0.11
H 0.785 0.642 5.445 0.11
H 2.656 1.844 4.774 0.11
H 1.312 2.604 3.928 0.10
H 2.700 0.443 2.402 0.05
H 3.699 1.841 2.769 0.11
H 2.473 1.962 0.688 0.00
H 2.116 3.203 1.675 0.06
Se 3.360 -0.535 -0.207 0.28
P 2.588 -0.245 -2.192 0.20
Se 0.388 -0.133 -2.389 0.21
C 3.252 1.324 -2.865 -0.39
C 4.516 1.738 -2.467 -0.12
C 5.002 2.963 -2.884 -0.08
C 4.224 3.781 -3.686 -0.08
C 2.962 3.368 -4.080 -0.09
C 2.476 2.138 -3.679 -0.13
C 3.250 -1.632 -3.176 -0.40
C 2.432 -2.527 -3.845 -0.10
C 2.994 -3.646 -4.435 -0.08
C 4.358 -3.867 -4.354 -0.08
C 5.174 -2.965 -3.691 -0.08
C 4.622 -1.849 -3.096 -0.12
H 5.105 1.112 -1.811 0.06
H 5.984 3.284 -2.570 0.10
H 4.603 4.742 -3.998 0.10
H 2.353 4.013 -4.695 0.11
H 1.489 1.813 -3.986 0.05
H 1.364 -2.354 -3.894 0.07
H 2.362 -4.353 -4.950 0.10
H 4.790 -4.750 -4.798 0.10
H 6.239 -3.137 -3.623 0.11
H 5.247 -1.159 -2.547 0.08
Se -2.396 0.019 0.371 -0.25
Te -3.340 -1.820 -1.078 0.17
Te -2.200 -3.763 0.413 0.14
Se 0.205 -3.003 0.139 -0.26
C -0.746 4.178 1.595 -0.30
As -0.445 3.061 0.001 1.06
C -2.171 3.492 -0.833 -0.34
C 0.702 4.291 -1.101 -0.32
C 0.532 5.720 -0.751 -0.33
C -0.448 6.500 -1.358 -0.06
C -0.645 7.815 -0.978 -0.08
C 0.137 8.378 0.016 -0.10
C 1.133 7.622 0.610 -0.09
C 1.325 6.308 0.231 -0.07
H -1.193 5.131 1.308 0.03
H 0.177 4.371 2.139 0.00
H -1.434 3.652 2.260 0.02
H -2.392 4.558 -0.769 0.01
H -2.962 2.939 -0.323 -0.02
H -2.169 3.183 -1.878 0.03
H 0.420 4.095 -2.139 0.07
H 1.742 3.977 -0.969 0.06
H -1.051 6.072 -2.147 0.11
H -1.412 8.403 -1.461 0.10
H -0.020 9.403 0.316 0.10
H 1.762 8.059 1.373 0.10
H 2.111 5.723 0.693 0.11



52
Properties=species:S:1:pos:R:3:lowdin_charge:R:1 method="wB97M-V/def2-TZVPD" total_charge=-1 energy_ev=-113920.3733
C 0.562 -2.805 0.513 -0.08
C 0.897 -2.553 -0.970 -0.14
C 2.375 -2.335 -1.153 -0.50
O 3.226 -3.057 -0.719 0.11
O 2.705 -1.229 -1.883 -0.02
C 3.860 -0.496 -1.448 -0.18
C 3.443 0.914 -1.059 -0.14
C 2.653 0.897 0.238 -0.19
O 2.089 2.170 0.537 -0.10
C 0.719 2.121 0.918 -0.32
C 0.577 2.859 2.247 -0.15
C 1.272 2.148 3.377 -0.78
O 2.157 2.556 4.025 0.06
Br 0.560 0.362 3.756 0.72
C -0.163 2.666 -0.249 -0.29
C -0.964 3.932 0.045 -0.04
O -0.873 1.612 -0.891 -0.08
C -2.141 1.165 -0.489 -0.80
O -3.150 2.078 -0.854 -0.03
S -2.352 0.955 1.316 0.90
C -2.272 -0.191 -1.184 -0.33
C -3.523 -0.993 -0.910 -0.03
F -2.125 0.082 -2.570 -0.03
H 1.108 -3.674 0.891 0.08
H -0.512 -2.991 0.641 0.02
H 0.818 -1.934 1.130 0.05
H 0.598 -3.427 -1.559 0.12
H 0.347 -1.692 -1.362 0.09
H 4.320 -1.030 -0.609 0.12
H 4.589 -0.470 -2.266 0.12
H 4.337 1.540 -0.959 0.12
H 2.792 1.329 -1.839 0.13
H 1.852 0.152 0.134 0.12
H 3.292 0.578 1.076 0.14
H 0.425 1.078 1.077 0.08
H 1.060 3.842 2.200 0.13
H -0.478 2.979 2.517 0.11
H 0.576 2.947 -1.010 0.15
H -1.434 4.289 -0.876 0.09
H -0.262 4.710 0.373 0.09
H -1.739 3.801 0.803 0.07
H -3.133 2.110 -1.824 0.12
H -1.881 -0.303 1.364 -0.08
H -1.394 -0.778 -0.896 0.12
H -4.047 -1.219 -1.846 0.09
H -4.230 -0.500 -0.241 0.07
H -3.174 -1.949 -0.506 0.05
C -2.665 -4.434 0.225 -0.48
O -2.258 -3.507 1.107 -0.42
H -3.554 -4.144 -0.412 0.03
H -1.901 -4.727 -0.554 0.04
H -2.983 -5.434 0.629 0.03



26
Properties=species:S:1:pos:R:3:lowdin_charge:R:1 method="wB97M-V/def2-TZVPD" energy_ev=-15152.1041 smiles="COc1ccc2c(c1)=C(C)[C@H](C)N=2"
C -3.786 1.285 -0.257 -0.08
O -3.473 -0.071 -0.031 -0.11
C -2.194 -0.518 0.291 -0.24
C -2.027 -1.932 0.334 0.03
C -0.747 -2.422 0.222 0.00
C 0.333 -1.527 0.258 -0.28
C 0.152 -0.067 0.432 -0.12
C -1.213 0.446 0.363 0.04
C 1.346 0.617 0.507 -0.12
C 1.889 1.986 0.505 -0.04
C 2.359 -0.651 0.185 -0.27
C 3.033 -0.396 -1.177 -0.06
N 1.565 -1.962 0.069 0.15
H -4.488 1.291 -1.141 0.12
H -2.895 1.718 -0.677 0.06
H -3.979 1.852 0.585 0.07
H -2.874 -2.577 0.204 0.11
H -0.515 -3.446 0.395 0.11
H -1.548 1.413 0.489 0.07
H 2.385 2.017 1.541 0.12
H 1.100 2.705 0.693 0.07
H 2.572 2.163 -0.282 0.06
H 3.059 -0.768 0.924 0.10
H 3.925 0.206 -0.981 0.08
H 2.388 -0.129 -1.942 0.06
H 3.631 -1.233 -1.508 0.07



28
Properties=species:S:1:pos:R:3:lowdin_charge:R:1 method="wB97M-V/def2-TZVPD" total_charge=+1 energy_ev=-29828.7198 smiles="C=C(CC(=[NH2+])CN)c1ccc(F)c(Cl)c1"
C -0.851 1.815 -0.153 0.09
C 0.260 1.094 0.029 -0.27
C 0.430 -0.371 -0.561 -0.04
C -0.276 -1.619 -0.169 -0.17
N 0.288 -2.814 -0.266 0.25
C -1.673 -1.596 0.420 -0.18
N -2.546 -1.907 -0.689 0.08
C 1.361 1.665 0.702 -0.24
C 1.355 2.065 2.057 0.00
C 2.518 2.598 2.627 0.02
C 3.684 2.713 1.844 -0.24
F 4.739 3.233 2.559 0.04
C 3.719 2.348 0.483 -0.64
Cl 5.134 2.234 -0.402 0.79
C 2.538 1.906 -0.036 -0.06
H -1.751 1.408 -0.710 0.09
H -0.899 2.877 0.065 0.09
H 0.406 -0.225 -1.655 0.15
H 1.578 -0.606 -0.449 0.17
H -0.151 -3.508 0.350 0.15
H 1.018 -3.083 -0.863 0.13
H -1.820 -2.345 1.276 0.16
H -1.970 -0.513 0.736 0.15
H -2.847 -1.195 -1.248 0.06
H -2.759 -2.843 -0.729 0.07
H 0.470 2.208 2.632 0.11
H 2.805 2.774 3.714 0.16
H 2.457 1.642 -1.005 0.08



55
Properties=species:S:1:pos:R:3:lowdin_charge:R:1 method="wB97M-V/def2-TZVPD" energy_ev=-31824.4408 smiles="O=C(NCCCN1CCOCC1)[C@H]1CC(=O)N(CCc2ccccc2)C1"
O -2.323 1.338 2.073 0.07
C -1.875 0.647 1.183 -0.48
N -0.679 0.033 1.244 0.09
C 0.263 0.230 2.322 -0.17
C 1.612 0.696 1.778 -0.15
C 1.535 2.100 1.166 -0.19
N 2.755 2.371 0.424 -0.17
C 2.667 2.073 -0.998 -0.15
C 1.955 3.176 -1.789 -0.19
O 2.562 4.436 -1.582 -0.13
C 2.576 4.765 -0.210 -0.20
C 3.321 3.697 0.601 -0.17
C -2.618 0.452 -0.142 -0.17
C -1.917 1.282 -1.225 -0.02
C -1.001 0.294 -1.926 -0.46
O -0.080 0.547 -2.669 0.07
N -1.398 -0.954 -1.578 -0.06
C -0.924 -2.133 -2.262 -0.13
C 0.145 -2.908 -1.477 -0.11
C -0.350 -3.456 -0.167 -0.25
C 0.272 -3.110 1.026 -0.06
C -0.188 -3.606 2.234 -0.08
C -1.280 -4.455 2.266 -0.09
C -1.897 -4.820 1.081 -0.08
C -1.432 -4.329 -0.125 -0.05
C -2.545 -0.978 -0.695 -0.09
H -0.355 -0.512 0.460 0.11
H -0.171 0.977 2.990 0.12
H 0.384 -0.708 2.876 0.11
H 1.955 0.000 1.009 0.10
H 2.351 0.692 2.578 0.12
H 1.419 2.831 1.970 0.13
H 0.642 2.164 0.532 0.10
H 2.142 1.129 -1.149 0.11
H 3.689 1.971 -1.374 0.13
H 2.009 2.976 -2.859 0.13
H 0.895 3.226 -1.497 0.11
H 3.076 5.733 -0.134 0.12
H 1.543 4.864 0.163 0.12
H 3.321 3.954 1.661 0.12
H 4.358 3.654 0.251 0.12
H -3.647 0.774 0.021 0.15
H -2.626 1.661 -1.965 0.14
H -1.368 2.135 -0.829 0.12
H -1.781 -2.777 -2.479 0.12
H -0.484 -1.794 -3.205 0.13
H 0.999 -2.250 -1.307 0.12
H 0.481 -3.733 -2.110 0.12
H 1.136 -2.461 1.009 0.11
H 0.310 -3.332 3.153 0.10
H -1.643 -4.838 3.207 0.10
H -2.741 -5.494 1.096 0.10
H -1.913 -4.631 -1.045 0.11
H -3.454 -1.227 -1.260 0.13
H -2.417 -1.726 0.092 0.12